{"formula": "C20H38IrN2O2PS4", "method": "ωB97M-V/def2-TZVPD", "homo_lumo_gap_ev": 7.67, "multiplicity": 1, "total_charge": 2, "homo_ev": -13.5, "elements": ["Ir", "C", "C", "S", "C", "C", "S", "C", "C", "S", "C", "C", "S", "H", "H", "H", "H", "H", "H", "H", "H", "H", "H", "H", "H", "H", "H", "H", "H", "C", "C", "C", "C", "C", "C", "C", "C", "C", "C", "H", "H", "H", "H", "H", "H", "H", "H", "H", "H", "H", "H", "N", "C", "P", "O", "O", "C", "N", "H", "H", "H", "H", "H", "H", "H", "H", "H", "H"], "coordinates": [[0.354, 0.532, -0.192], [3.329, -0.443, 0.282], [2.431, 0.508, -0.503], [0.064, 1.673, -2.213], [-1.450, 0.807, -2.788], [-2.575, 0.938, -1.777], [-2.122, 0.526, -0.066], [-2.233, -1.274, 0.111], [-1.568, -1.574, 1.452], [0.126, -0.883, 1.685], [1.188, -2.351, 1.539], [2.468, -2.080, 2.326], [3.117, -0.413, 2.085], [4.372, -0.190, 0.084], [3.193, -1.470, -0.052], [2.589, 0.278, -1.562], [2.808, 1.527, -0.376], [-1.184, -0.235, -2.940], [-1.736, 1.260, -3.737], [-3.430, 0.327, -2.067], [-2.928, 1.968, -1.716], [-1.719, -1.759, -0.713], [-3.281, -1.571, 0.145], [-1.520, -2.645, 1.641], [-2.145, -1.119, 2.259], [1.384, -2.547, 0.487], [0.635, -3.183, 1.976], [3.220, -2.822, 2.056], [2.281, -2.170, 3.396], [-0.791, 3.930, 0.300], [-0.251, 3.118, 1.500], [0.636, 4.051, 2.345], [0.614, 2.079, 0.845], [-1.349, 2.546, 2.384], [-0.977, 1.697, 3.425], [-1.928, 1.167, 4.284], [-3.267, 1.504, 4.130], [-3.639, 2.385, 3.125], [-2.686, 2.903, 2.259], [0.016, 4.240, -0.366], [-1.262, 4.837, 0.682], [-1.528, 3.372, -0.278], [1.397, 4.529, 1.725], [1.134, 3.504, 3.146], [0.023, 4.827, 2.801], [1.664, 2.388, 0.903], [0.071, 1.468, 3.585], [-1.621, 0.516, 5.094], [-4.010, 1.109, 4.810], [-4.675, 2.679, 3.020], [-3.005, 3.590, 1.486], [1.822, -0.343, -4.245], [1.214, -1.666, -4.095], [1.146, -2.245, -2.368], [2.486, -2.717, -1.890], [0.302, -1.331, -1.503], [0.237, -3.877, -2.530], [1.268, -4.929, -2.212], [2.816, -0.388, -4.044], [0.919, 0.978, -3.050], [1.743, -0.040, -5.211], [1.747, -2.444, -4.655], [0.190, -1.638, -4.479], [-0.155, -4.054, -3.529], [-0.581, -3.947, -1.818], [1.007, -5.521, -1.426], [2.130, -4.355, -1.968], [1.471, -5.537, -3.003]]}

=====

{"formula": "C20H38MnN4O2SSb", "method": "ωB97M-V/def2-TZVPD", "homo_lumo_gap_ev": [7.42, 7.48], "multiplicity": 2, "total_charge": 1, "homo_ev": [-10.5, -10.6], "elements": ["Mn", "N", "C", "S", "N", "N", "C", "C", "C", "C", "C", "C", "N", "H", "H", "H", "H", "H", "H", "H", "C", "O", "C", "C", "O", "C", "H", "H", "H", "H", "H", "H", "H", "H", "H", "H", "C", "C", "C", "Sb", "C", "C", "C", "C", "C", "C", "H", "H", "H", "H", "H", "H", "H", "H", "H", "H", "H", "H", "H", "H", "H", "H", "H", "H", "H", "H", "H"], "coordinates": [[-0.422, -0.218, -1.390], [-3.139, 3.127, -1.850], [-2.145, 2.233, -1.699], [-2.570, 0.666, -1.102], [-0.928, 2.665, -1.981], [-0.007, 1.662, -1.856], [1.232, 1.994, -1.926], [2.177, 0.896, -1.838], [3.552, 1.077, -1.913], [4.375, -0.033, -1.878], [3.796, -1.292, -1.788], [2.420, -1.387, -1.706], [1.609, -0.324, -1.707], [-4.073, 2.899, -1.566], [-2.916, 4.062, -2.144], [1.543, 3.024, -2.053], [3.957, 2.075, -2.008], [5.449, 0.077, -1.933], [4.398, -2.189, -1.782], [1.939, -2.350, -1.643], [-0.950, -0.001, -4.464], [-1.079, -0.726, -3.236], [-1.660, -2.026, -3.298], [-0.750, -2.968, -2.542], [-0.492, -2.365, -1.261], [-0.028, -3.317, -0.303], [-1.910, 0.014, -4.981], [-0.186, -0.459, -5.095], [-0.664, 1.013, -4.204], [-1.798, -2.342, -4.332], [-2.638, -1.973, -2.811], [0.204, -3.098, -3.064], [-1.215, -3.947, -2.409], [0.868, -3.829, -0.661], [-0.808, -4.057, -0.118], [0.192, -2.780, 0.612], [-1.818, -0.687, 3.726], [-1.966, -0.470, 2.224], [-2.483, -1.745, 1.567], [-0.234, 0.337, 1.218], [1.511, -0.073, 2.423], [1.915, -1.541, 2.323], [1.487, 0.398, 3.875], [-0.503, 2.434, 1.551], [-1.204, 2.783, 2.860], [0.832, 3.165, 1.422], [-2.765, -1.043, 4.144], [-1.550, 0.224, 4.261], [-1.065, -1.446, 3.954], [-2.697, 0.325, 2.054], [-1.806, -2.581, 1.749], [-2.622, -1.648, 0.489], [-3.448, -2.020, 2.002], [2.273, 0.514, 1.896], [1.192, -2.198, 2.816], [2.879, -1.705, 2.812], [2.023, -1.866, 1.285], [0.711, -0.093, 4.459], [1.342, 1.474, 3.959], [2.443, 0.163, 4.353], [-1.152, 2.726, 0.725], [-0.617, 2.501, 3.735], [-2.184, 2.312, 2.949], [-1.364, 3.864, 2.916], [1.479, 2.968, 2.279], [0.674, 4.245, 1.380], [1.381, 2.883, 0.522]]}

=====

{"formula": "C20H38N8OsSSi2", "method": "ωB97M-V/def2-TZVPD", "homo_lumo_gap_ev": [6.30, 6.35], "multiplicity": 1, "total_charge": 2, "homo_ev": [-13.7, -13.4], "elements": ["Os", "C", "Si", "C", "C", "N", "C", "C", "C", "C", "C", "C", "N", "Si", "C", "C", "C", "H", "H", "H", "H", "H", "H", "H", "H", "H", "H", "H", "H", "H", "H", "H", "H", "H", "H", "H", "H", "H", "H", "S", "C", "N", "C", "C", "N", "H", "H", "H", "H", "H", "H", "C", "C", "C", "C", "N", "C", "N", "N", "N", "H", "H", "H", "H", "H", "H", "H", "H", "H", "H"], "coordinates": [[-0.268, -1.342, -0.212], [3.849, -0.236, -1.686], [2.685, -1.677, -1.574], [3.489, -3.348, -1.520], [1.431, -1.640, -2.956], [1.683, -1.474, -0.046], [2.163, -1.588, 1.200], [3.527, -1.798, 1.563], [3.856, -1.891, 2.874], [2.858, -1.805, 3.901], [1.553, -1.611, 3.603], [1.157, -1.475, 2.230], [-0.079, -1.267, 1.778], [-1.532, -1.126, 2.906], [-3.016, -0.728, 1.859], [-1.244, 0.317, 4.058], [-1.732, -2.769, 3.739], [4.487, -0.345, -2.565], [4.506, -0.146, -0.821], [3.298, 0.701, -1.793], [4.074, -3.483, -2.433], [2.736, -4.139, -1.492], [4.164, -3.502, -0.680], [1.927, -1.976, -3.870], [1.034, -0.642, -3.142], [0.601, -2.337, -2.796], [4.289, -1.871, 0.802], [4.887, -2.041, 3.162], [3.167, -1.905, 4.932], [0.818, -1.568, 4.392], [-2.857, 0.100, 1.164], [-3.817, -0.426, 2.539], [-3.377, -1.581, 1.287], [-1.300, 1.269, 3.526], [-0.302, 0.300, 4.604], [-2.049, 0.335, 4.796], [-1.874, -3.552, 2.991], [-2.627, -2.746, 4.364], [-0.896, -3.060, 4.372], [-2.137, -2.356, -1.213], [-2.413, -1.627, -2.771], [-2.811, -2.342, -3.807], [-3.025, -1.522, -5.005], [-2.736, -0.096, -4.481], [-2.312, -0.349, -3.097], [-2.934, -3.341, -3.762], [-4.044, -1.635, -5.368], [-2.335, -1.820, -5.792], [-3.622, 0.536, -4.495], [-1.941, 0.394, -5.039], [-2.143, 0.365, -2.411], [-0.695, 5.313, -1.063], [-0.470, 4.954, 0.401], [-1.756, 4.482, 1.072], [0.668, 3.949, 0.580], [0.342, 2.619, 0.033], [-0.293, 1.607, 0.591], [-0.458, 0.661, -0.325], [0.137, 1.148, -1.466], [0.593, 2.306, -1.257], [-1.488, 6.054, -1.150], [-0.997, 4.441, -1.649], [0.203, 5.728, -1.520], [-0.117, 5.845, 0.928], [-2.190, 3.623, 0.551], [-2.505, 5.271, 1.048], [-1.601, 4.214, 2.120], [0.905, 3.797, 1.632], [1.572, 4.260, 0.058], [-0.664, 1.594, 1.600]]}

=====

Electronic energy per entry: -83889.22700; -80098.74114; -62323.62754 eV
Relative energy (zero: lowest compared OMol25 entry of this formula, charge and spin) per entry: 2.16; 0.00; 24.13 kcal/mol